(1)
This record from OMol25 describes a 4-piece molecular cluster, C42H104N11O7P4 overall in a non-equilibrium geometry. The level of theory is ωB97M-V/def2-TZVPD.

```
168
C42H104N11O7P4 (ωB97M-V/def2-TZVPD)
P -2.84 4.58 3.24
P 8.61 1.51 -0.27
P 1.47 2.87 -1.49
P -3.91 -0.91 -0.99
O 2.34 2.60 -0.29
O -1.80 4.96 4.27
O -2.32 -1.11 -1.15
O 7.40 0.65 0.04
O -7.93 -0.05 1.39
O -4.10 0.58 -0.40
O -4.50 -1.09 -2.31
N -3.87 3.76 2.07
N -2.72 6.00 2.28
N -4.20 4.67 4.30
N 9.06 0.69 -1.71
N 2.74 3.14 -2.61
N 10.15 2.34 -0.30
N 0.34 3.52 -2.68
N 0.85 1.26 -1.65
N 7.72 2.95 -0.65
N -5.94 -1.89 0.76
N -6.65 -1.13 -0.22
C -4.08 -3.61 0.24
C -1.08 3.45 -2.26
C 2.91 2.47 -3.88
C 0.63 0.51 -2.87
C -1.07 -3.92 -1.35
C -3.20 3.48 0.78
C 2.79 -4.27 -0.95
C -7.36 0.00 0.36
C -3.64 -4.18 -1.15
C -7.37 -7.52 -0.11
C -6.17 -6.59 -0.41
C 0.59 4.96 -2.98
C 5.94 -3.70 0.38
C -3.93 4.61 5.73
C 0.07 0.77 -0.53
C -4.51 -2.07 0.30
C 4.06 3.47 -2.06
C -6.06 -3.31 2.79
C -3.79 6.76 1.67
C -5.52 -4.22 0.48
C 5.93 -2.24 0.91
C -5.73 -5.72 0.82
C 9.27 1.31 -3.00
C 7.97 3.88 -1.73
C -4.55 -6.44 1.50
C -4.35 2.44 2.55
C -1.42 6.22 1.64
C -3.01 -3.68 1.36
C 11.30 1.42 -0.12
C -6.43 -3.21 1.26
C -2.25 -4.90 -1.17
C -7.60 -1.89 -1.04
C 4.70 -4.53 0.76
C 1.42 -3.60 -1.25
C 10.31 3.36 0.77
C 5.40 -2.08 2.34
C -5.40 5.44 4.06
C -7.36 1.27 -0.48
C 0.29 -4.61 -1.63
C 8.55 -0.66 -1.90
C 3.36 -3.83 0.42
C 6.94 3.52 0.43
H 1.96 2.35 -4.41
H 9.89 0.67 -3.64
H -3.40 7.61 1.11
H -8.19 -6.94 0.32
H 7.55 4.11 1.13
H 3.50 -3.95 -1.72
H -7.09 -8.37 0.53
H -6.58 -5.78 1.52
H -3.02 4.40 0.21
H 7.25 4.70 -1.72
H 4.44 -2.58 2.52
H 10.09 2.96 1.76
H 4.68 3.96 -2.82
H -4.45 7.20 2.42
H -3.52 1.76 2.77
H 7.52 -0.66 -2.26
H -0.13 5.31 -3.72
H -7.12 0.98 -1.52
H -1.29 7.27 1.37
H -5.31 -7.24 -0.64
H -4.99 1.97 1.80
H -7.71 -7.93 -1.07
H 3.55 3.05 -4.55
H 2.67 -5.37 -0.91
H -1.71 3.98 -2.97
H -6.37 -6.00 -1.32
H -4.96 2.54 3.45
H -2.12 -5.61 -0.35
H -0.97 1.16 -0.54
H 9.67 4.23 0.59
H -1.29 5.61 0.74
H -4.84 4.32 6.28
H 1.12 -3.03 -0.36
H -4.92 -7.40 1.88
H -3.97 -1.69 1.20
H -3.42 -3.39 2.34
H 6.44 2.74 1.01
H -1.44 2.42 -2.25
H -0.93 -3.23 -0.51
H -4.22 -5.89 2.40
H 7.84 3.42 -2.71
H 3.38 1.48 -3.76
H -6.56 1.96 -0.17
H -3.57 -3.42 -1.94
H -7.12 -2.62 -1.70
H -3.69 -6.60 0.85
H 0.52 1.07 0.42
H 12.24 1.97 -0.16
H 11.33 3.75 0.78
H 8.32 1.48 -3.53
H -0.61 5.98 2.33
H 6.15 4.18 0.05
H -4.40 6.18 0.96
H 0.02 -0.32 -0.52
H 6.85 -4.19 0.77
H -3.18 3.86 5.97
H 1.57 0.31 -3.39
H -3.83 2.87 0.14
H -3.59 5.57 6.12
H 4.75 -4.86 1.80
H -2.23 -2.93 1.15
H -5.86 -4.35 3.08
H 11.36 0.68 -0.92
H 6.96 -1.87 0.91
H -8.34 1.74 -0.51
H 8.60 -1.23 -0.98
H -6.95 -3.01 3.36
H -5.86 -1.28 1.58
H -5.27 -2.62 3.08
H 0.43 -4.84 -2.69
H 9.81 2.25 -2.93
H 6.07 -3.68 -0.71
H -5.74 5.37 3.03
H 2.64 -4.08 1.22
H -1.29 -3.30 -2.23
H 4.73 -5.46 0.17
H 6.11 -2.39 3.12
H -1.97 -1.32 -0.26
H -5.97 -4.14 -0.53
H 0.22 -0.48 -2.65
H -5.26 6.50 4.33
H 1.57 5.12 -3.40
H -8.08 -1.17 -1.71
H -8.43 -2.33 -0.46
H -4.34 -4.94 -1.53
H -1.23 3.88 -1.27
H -4.36 1.12 -1.17
H -2.57 -4.66 1.50
H 0.37 -5.50 -1.00
H 4.59 2.58 -1.71
H 5.32 -1.65 0.21
H -2.25 2.96 0.92
H 5.21 -1.01 2.51
H 11.25 0.89 0.83
H 1.51 -2.88 -2.08
H -0.07 0.98 -3.57
H 8.96 4.35 -1.70
H -2.27 -5.51 -2.09
H 3.97 4.18 -1.23
H 9.16 -1.20 -2.63
H 0.49 5.57 -2.08
H -6.23 5.06 4.66
H 3.45 -2.74 0.41
H -7.50 -3.42 1.28
```

Properties
* LUMO energy: -0.0943 Ha
* total charge: +1
* multiplicity: 1

=====

(2)
This record from OMol25 describes C42H105F2HgN8O18S2 as an isolated structure in a non-equilibrium geometry. The level of theory is ωB97M-V/def2-TZVPD.

```
178
C42H105F2HgN8O18S2 (ωB97M-V/def2-TZVPD)
Hg 4.01 -18.13 -9.58
S 6.22 -20.01 -11.55
S 5.57 -21.31 -9.79
F 6.18 -18.51 -11.94
F 4.61 -21.32 -8.53
O 5.06 -22.43 -10.56
O 7.20 -23.06 -6.51
O 10.03 -18.17 -13.96
O 11.65 -19.82 -9.53
O 2.17 -22.63 -6.57
O 6.11 -17.30 -9.08
O -0.86 -20.65 -9.22
O 9.49 -24.50 -10.74
O 13.88 -21.46 -13.80
O 4.08 -19.12 -16.84
O 6.80 -21.44 -8.98
O 5.68 -24.16 -14.42
O 1.32 -18.01 -7.03
O 7.63 -20.08 -11.29
O 5.64 -20.55 -12.78
O -0.88 -23.61 -0.67
O -1.61 -20.97 -16.02
O 2.76 -18.34 -11.67
N 11.02 -20.85 -14.13
N 0.76 -20.41 -17.65
N 0.94 -23.20 -3.08
N 4.36 -18.09 -7.15
N 8.68 -23.90 -13.37
N 5.17 -19.90 -10.22
N 1.86 -19.27 -9.27
N 8.86 -20.63 -7.16
C 6.85 -23.79 -15.14
C 1.89 -22.25 -5.25
C 2.14 -18.30 -5.90
C 10.29 -20.12 -9.13
C -1.40 -19.63 -16.43
C 1.06 -18.34 -10.09
C 1.37 -23.40 -4.45
C 9.99 -17.80 -12.59
C 8.12 -24.47 -14.56
C 6.63 -17.54 -7.76
C 1.58 -20.67 -9.55
C 3.28 -23.47 -6.78
C 8.86 -21.25 -5.82
C 8.53 -22.78 -5.94
C 3.09 -20.20 -16.87
C 10.24 -20.65 -7.73
C 7.74 -23.81 -12.28
C -2.35 -21.09 -14.88
C 5.74 -18.59 -7.05
C 6.74 -16.26 -9.85
C 0.51 -24.47 -2.46
C 1.74 -19.46 -17.01
C 0.36 -24.29 -0.95
C 11.61 -21.93 -13.29
C 9.61 -20.59 -13.80
C -1.69 -20.35 -8.14
C 8.56 -23.42 -10.99
C -1.15 -23.19 0.67
C 7.10 -24.48 -6.78
C 4.52 -23.52 -14.99
C 3.17 -18.45 -13.08
C 14.83 -21.48 -14.85
C -0.63 -19.81 -17.76
C 0.39 -21.29 -8.85
C 5.35 -19.55 -16.32
C 10.47 -24.18 -9.73
C 12.93 -22.46 -13.90
C 1.33 -18.34 -11.59
C 3.51 -18.92 -6.26
C 12.04 -18.47 -9.18
C 9.16 -19.24 -14.34
C 0.17 -17.27 -6.66
H 1.44 -20.79 -10.62
H 8.14 -21.03 -7.74
H 7.96 -24.81 -7.37
H 7.04 -22.72 -15.04
H 4.17 -23.20 -6.22
H 1.56 -18.95 -5.25
H 9.92 -23.95 -8.82
H 9.07 -22.46 -11.04
H 9.04 -17.55 -12.13
H 0.86 -19.22 -12.04
H 9.89 -20.88 -9.80
H -1.92 -20.59 -14.00
H 7.16 -25.03 -5.84
H 3.54 -23.46 -7.84
H 3.02 -20.81 -15.97
H 6.23 -24.75 -7.38
H 5.32 -20.41 -15.65
H 4.03 -19.06 -5.32
H 5.98 -19.85 -17.16
H -0.30 -22.64 1.07
H 5.83 -18.70 -15.82
H 4.65 -22.45 -14.87
H 1.10 -21.50 -5.23
H 3.34 -19.88 -6.76
H -2.41 -19.27 -16.67
H 12.02 -18.35 -8.10
H 5.90 -19.58 -7.49
H 7.12 -24.70 -12.13
H 8.12 -20.73 -5.22
H 0.52 -21.25 -7.76
H -1.10 -20.39 -18.55
H 3.62 -23.71 -14.40
H -0.44 -24.86 -2.84
H 4.39 -23.74 -16.04
H 6.29 -15.27 -9.70
H 11.36 -17.70 -9.54
H -1.30 -19.51 -7.56
H 0.65 -23.93 -5.08
H 7.89 -25.51 -14.31
H 9.00 -21.35 -14.28
H 2.75 -17.64 -13.67
H 9.42 -24.46 -12.97
H -0.36 -17.00 -7.57
H 7.13 -22.91 -12.40
H 7.92 -23.38 -10.11
H 9.64 -19.25 -9.26
H 0.84 -17.59 -12.20
H 6.12 -18.76 -6.04
H -2.33 -22.14 -14.59
H 10.75 -19.90 -7.13
H 1.51 -19.14 -8.33
H 6.75 -23.99 -16.20
H 11.61 -21.57 -12.26
H 2.34 -23.88 -4.34
H 11.53 -19.98 -14.03
H -0.56 -18.88 -18.33
H 0.24 -25.19 -0.35
H 4.28 -17.20 -6.68
H 10.51 -16.84 -12.52
H 13.36 -23.33 -13.40
H -2.62 -20.06 -8.62
H -2.07 -22.61 0.60
H 7.77 -16.10 -9.54
H -0.55 -17.88 -6.12
H 10.91 -22.76 -13.25
H 0.01 -18.59 -9.93
H 1.22 -17.33 -9.72
H 2.77 -21.75 -4.85
H 0.81 -21.24 -17.08
H -1.23 -24.03 1.36
H 1.26 -23.84 -0.53
H 0.29 -22.44 -2.93
H 9.79 -20.98 -5.32
H 11.18 -25.00 -9.62
H 2.35 -17.39 -5.34
H 14.48 -21.15 -15.83
H 6.63 -16.59 -7.21
H 0.39 -22.35 -9.09
H 11.10 -23.32 -9.96
H 13.04 -18.24 -9.55
H 10.45 -18.54 -11.94
H 4.24 -18.29 -13.18
H 0.29 -16.39 -6.02
H 2.38 -21.33 -9.21
H -3.38 -20.77 -15.04
H 3.34 -20.91 -17.65
H 15.20 -22.49 -15.03
H 2.95 -19.45 -13.46
H 1.86 -18.58 -17.65
H -1.77 -21.18 -7.43
H 8.70 -23.25 -4.97
H 9.52 -20.59 -12.71
H 3.03 -24.50 -6.54
H 1.55 -19.01 -16.04
H 10.72 -21.61 -7.55
H 8.21 -18.99 -13.88
H 9.30 -23.32 -6.47
H 1.24 -25.26 -2.68
H 7.66 -17.88 -7.86
H 6.77 -16.55 -10.90
H 12.75 -22.79 -14.93
H 8.85 -24.52 -15.37
H 9.04 -19.17 -15.42
H -1.06 -19.03 -15.59
H 15.71 -20.92 -14.56
```

Properties
* LUMO energy (spin up / spin down): -0.2299 / -0.3066 Ha
* total charge: +2
* multiplicity: 2

=====

Look up the multiplicity of the second one.
2

=====

Which of these has the lowest multiplicity?
C42H104N11O7P4